Record 1
{"formula": "C5H5FN", "method": "ωB97M-V/def2-TZVPD", "elements": ["C", "C", "C", "C", "C", "N", "F", "H", "H", "H", "H", "H"], "coordinates": [[0.475029, 0.818754, -0.858802], [-0.941494, -0.618877, 0.159666], [0.345503, -0.012903, 0.163366], [-1.463389, 0.627055, -1.491463], [1.310600, -0.441318, 1.283095], [-1.903951, -0.275293, -0.707369], [-1.991050, 1.172259, -2.444084], [1.138106, 1.506591, -1.417828], [-1.304162, -1.431377, 0.950952], [0.569101, -0.523121, 2.137083], [1.932182, 0.520054, 1.377664], [1.833525, -1.341824, 0.847720]], "forces_ev_per_a": [[-3.1, 0.6, -1.7], [-2.8, -1.8, 1.3], [1.3, -0.1, 0.1], [5.4, -0.4, 2.3], [-0.8, 2.1, -1.3], [-0.9, -0.5, 0.3], [-1.2, 0.8, -1.5], [-0.3, -0.7, 0.8], [1.2, 1.7, -1.7], [1.7, -0.5, -0.5], [-0.3, -2.0, 0.5], [-0.3, 0.9, 1.4]], "fmax_ev_per_a": 5.9, "total_energy_ev": -9461.190, "gap_ha": 0.3041, "charge": 1, "de_lowest_ev": 5.539}

=====

Record 2
{"formula": "ClHNO", "method": "ωB97M-V/def2-TZVPD", "elements": ["N", "O", "Cl", "H"], "coordinates": [[-0.909281, -0.023069, -0.838137], [1.214290, 1.188861, 0.980482], [-0.779465, -1.720392, -0.704655], [0.474456, 0.554600, 0.562309]], "forces_ev_per_a": [[0.4, 0.5, 0.4], [-1.4, -1.3, -0.7], [0.0, -0.4, 0.0], [1.0, 1.1, 0.3]], "fmax_ev_per_a": 2.0, "total_energy_ev": -16071.704, "gap_ha": [0.1989, 0.2397], "charge": -1, "de_lowest_ev": 4.001}

=====

Record 3
{"formula": "C4H7NO", "method": "ωB97M-V/def2-TZVPD", "elements": ["C", "C", "C", "O", "N", "C", "H", "H", "H", "H", "H", "H", "H"], "coordinates": [[1.295997, 0.112784, 0.119066], [-0.823946, 1.486692, 0.012821], [-0.154202, 0.123844, -0.017046], [1.956641, -1.015965, 0.398322], [-1.149157, -2.168733, 0.041766], [-0.874868, -1.016822, 0.453259], [1.335992, -1.688682, 0.736140], [-0.961903, -2.341273, -0.960200], [1.866975, 1.025352, 0.257968], [0.487733, 0.001501, -1.110576], [-0.289485, 2.194246, -0.624598], [-1.852027, 1.412068, -0.337876], [-0.837749, 1.874987, 1.030954]], "forces_ev_per_a": [[-1.0, -0.4, -0.7], [0.1, -0.1, -0.1], [-0.4, -0.1, 1.3], [-0.1, 0.2, 0.0], [-0.3, -0.3, -0.1], [0.6, 0.4, -0.2], [-0.1, 0.0, -0.1], [0.1, 0.2, 0.1], [-0.1, 0.0, -0.3], [1.1, 0.2, 0.1], [0.0, 0.0, 0.0], [0.0, 0.0, 0.0], [0.0, 0.0, 0.0]], "fmax_ev_per_a": 1.3, "total_energy_ev": -7794.090, "gap_ha": [0.2606, 0.2606], "de_lowest_ev": 5.554}

=====

Record 4
{"formula": "C40H96N7O9Tl", "method": "ωB97M-V/def2-TZVPD", "elements": ["Tl", "C", "C", "O", "O", "H", "H", "H", "C", "C", "C", "O", "C", "N", "H", "H", "H", "H", "H", "H", "H", "H", "H", "H", "H", "C", "C", "C", "O", "C", "N", "H", "H", "H", "H", "H", "H", "H", "H", "H", "H", "H", "C", "C", "C", "O", "C", "N", "H", "H", "H", "H", "H", "H", "H", "H", "H", "H", "H", "C", "C", "C", "O", "C", "N", "H", "H", "H", "H", "H", "H", "H", "H", "H", "H", "H", "C", "C", "C", "O", "C", "N", "H", "H", "H", "H", "H", "H", "H", "H", "H", "H", "H", "C", "C", "C", "C", "C", "C", "N", "O", "C", "C", "C", "H", "H", "H", "H", "H", "H", "H", "H", "H", "H", "H", "H", "H", "H", "H", "H", "H", "H", "H", "C", "C", "C", "C", "C", "C", "N", "O", "C", "C", "C", "H", "H", "H", "H", "H", "H", "H", "H", "H", "H", "H", "H", "H", "H", "H", "H", "H", "H", "H"], "coordinates": [[-0.165538, -3.427497, 4.143054], [-0.120648, -0.134717, 0.341514], [-0.026628, -1.083777, 1.507504], [1.060192, -1.292497, 2.091134], [-1.079688, -1.550437, 2.054144], [0.077532, 0.897963, 0.628594], [-1.135518, -0.211717, -0.048616], [0.702892, -0.307317, -0.351386], [-3.058578, -2.734987, -1.047396], [-2.046658, -3.059487, -2.144166], [-1.151308, -4.279907, -1.638296], [-0.113468, -4.630997, -2.609956], [1.079552, -5.060937, -2.019376], [-2.618028, -3.446917, -3.460506], [-3.769198, -3.550137, -0.910826], [-3.639988, -1.881967, -1.397286], [-2.657538, -2.385547, -0.095986], [-1.479748, -2.133717, -2.242446], [-1.784638, -5.156867, -1.504346], [-0.649098, -4.054547, -0.697506], [1.575232, -4.151067, -1.680956], [1.694242, -5.617147, -2.727116], [0.859752, -5.764807, -1.216656], [-3.409028, -4.068507, -3.370766], [-2.938598, -2.563377, -3.830236], [-1.484098, 1.048313, 6.574984], [-1.481908, 0.418883, 5.138084], [-1.355058, 1.512493, 4.052824], [-0.210288, 2.336533, 4.103304], [-0.281938, 3.543343, 3.271574], [-0.369838, -0.497627, 5.092474], [-0.518048, 1.462823, 6.863144], [-1.723168, 0.280683, 7.310984], [-2.232058, 1.811773, 6.788974], [-2.429678, -0.102967, 5.005754], [-2.274458, 2.094593, 4.115774], [-1.297478, 0.999003, 3.093084], [0.571102, 4.116683, 3.634484], [-1.121438, 4.152473, 3.606674], [-0.208488, 3.418763, 2.191204], [0.221102, -0.280587, 5.882274], [0.166682, -0.167937, 4.302824], [4.944392, 0.654073, 4.819104], [4.046582, 0.442213, 3.600124], [4.563012, -0.703097, 2.617464], [5.985282, -0.546977, 2.245314], [6.162632, 0.575713, 1.380404], [2.747042, 0.063793, 4.135024], [5.839212, 1.179773, 4.485874], [5.219632, -0.309487, 5.247914], [4.398342, 1.246113, 5.553554], [3.918572, 1.404373, 3.104174], [3.994762, -0.793027, 1.691664], [4.584792, -1.680557, 3.099324], [5.531362, 0.718353, 0.503334], [7.202192, 0.631593, 1.057464], [5.954412, 1.503933, 1.912524], [2.849822, -0.806007, 4.638014], [2.160842, -0.155647, 3.342364], [-4.108938, 0.268653, 1.056234], [-4.955278, -0.729107, 1.853814], [-6.191148, -1.233657, 0.984394], [-7.113478, -0.140167, 0.635264], [-8.008788, -0.420737, -0.486286], [-4.041578, -1.746827, 2.292824], [-4.065948, -0.071157, 0.021444], [-3.061578, 0.323733, 1.353044], [-4.595188, 1.242583, 1.000414], [-5.438658, -0.343527, 2.751454], [-6.688518, -2.014477, 1.559764], [-5.881258, -1.577027, -0.002606], [-7.955338, 0.408653, -1.191516], [-9.060158, -0.350657, -0.207336], [-7.841478, -1.363157, -1.007776], [-3.167148, -1.569737, 1.819424], [-3.799198, -1.592867, 3.261144], [4.687472, -4.502257, 1.980424], [3.240412, -4.991457, 2.130374], [3.106382, -6.303977, 2.860984], [3.857802, -7.327797, 2.217274], [4.425412, -8.302587, 2.991454], [2.441612, -3.923987, 2.814584], [5.321252, -5.280137, 1.554594], [5.225392, -4.311487, 2.909054], [4.767722, -3.692947, 1.254694], [2.917542, -5.178707, 1.106274], [2.056352, -6.586117, 2.938074], [3.527342, -6.191577, 3.860114], [3.694032, -8.679527, 3.706364], [5.240922, -7.863247, 3.565924], [4.851822, -9.050037, 2.322434], [2.353422, -3.161387, 2.158264], [3.012512, -3.548417, 3.558304], [1.299682, 2.681673, -1.259386], [2.808762, 2.803073, -0.853246], [3.707512, 1.848793, -1.729466], [4.103382, 2.318883, -3.118346], [4.843632, 3.658083, -2.891996], [3.898652, 4.755563, -2.177736], [3.275742, 4.208873, -0.990946], [2.590582, 5.146173, -0.217396], [4.875012, 5.902563, -1.736846], [2.838882, 5.318733, -3.140156], [2.936142, 2.312953, 0.557644], [0.543612, 2.728953, -0.475656], [0.927552, 1.731953, -1.643646], [1.065092, 3.439163, -2.007236], [4.627892, 1.548593, -1.228596], [3.130502, 0.931063, -1.843296], [3.184142, 2.433323, -3.692796], [4.746642, 1.623163, -3.657126], [5.181762, 4.065353, -3.844846], [5.710712, 3.593243, -2.234686], [5.443232, 5.493513, -0.901446], [5.644112, 6.089323, -2.486316], [4.276642, 6.785613, -1.512596], [3.266922, 5.608793, -4.099706], [2.067352, 4.640023, -3.503746], [2.429282, 6.266533, -2.790856], [2.834702, 1.231413, 0.647574], [2.206772, 2.881453, 1.134634], [3.844372, 2.624433, 1.073594], [3.220572, 5.465653, 0.432714], [-5.427958, 0.243833, -3.282416], [-4.700028, 0.710843, -4.544006], [-5.277638, 2.172383, -4.872256], [-4.459568, 3.302943, -4.100976], [-2.943148, 3.080223, -4.055036], [-2.461068, 1.675723, -3.645006], [-3.200578, 0.684023, -4.496456], [-2.620848, -0.557707, -4.353756], [-0.938758, 1.627603, -3.882926], [-2.688668, 1.629013, -2.123126], [-4.997318, -0.234527, -5.740556], [-4.896958, -0.546347, -2.751616], [-6.385908, -0.181007, -3.582326], [-5.621978, 1.055293, -2.580996], [-5.239168, 2.373953, -5.942766], [-6.301578, 2.208283, -4.500296], [-4.904898, 3.589183, -3.148166], [-4.539258, 4.153823, -4.777556], [-2.448548, 3.794053, -3.396306], [-2.625348, 3.253693, -5.083146], [-0.470418, 2.608783, -3.805196], [-0.291458, 0.936353, -3.343216], [-0.655508, 1.317623, -4.888796], [-2.597818, 0.601153, -1.771916], [-1.842098, 2.154233, -1.680916], [-3.599988, 2.165813, -1.859606], [-4.986658, -1.304047, -5.530506], [-4.382718, 0.008383, -6.607366], [-5.986798, -0.122347, -6.183776], [-2.070258, -0.654547, -5.134186]], "forces_ev_per_a": [[-0.1, 0.9, -0.7], [0.0, -0.1, -0.1], [-1.0, -0.4, 2.9], [1.6, 0.1, -0.7], [-0.1, 0.2, -1.3], [-0.3, 0.0, 0.7], [0.3, 0.1, -0.5], [-0.3, -0.5, -0.4], [-0.7, 0.3, -0.6], [0.7, -2.2, 0.8], [0.7, 1.0, -1.5], [-1.5, 0.3, -0.1], [-0.5, 0.1, 0.2], [0.7, 1.1, 0.9], [0.0, -0.1, 0.3], [-0.3, 0.1, -0.2], [0.4, -0.5, 0.0], [0.5, -0.3, -0.5], [-0.2, 0.0, 0.1], [-0.2, 0.2, 0.2], [0.7, -0.2, 0.5], [-0.1, 0.3, -0.3], [0.2, 0.1, 0.4], [-0.1, -0.1, 0.2], [-0.4, -0.1, -0.5], [-0.5, -0.3, 0.0], [0.2, 2.1, 1.6], [-0.7, -0.5, -0.5], [0.2, 0.9, -0.3], [0.5, -0.6, 2.3], [0.7, -0.6, -0.4], [0.1, 0.0, -0.3], [0.2, -0.3, 0.0], [-0.1, 0.2, -0.6], [-0.1, 0.1, -0.3], [-0.1, 0.3, -0.2], [-0.5, -0.2, -0.3], [0.3, -0.1, -0.3], [-0.5, -0.2, -0.5], [-0.3, -0.4, 0.0], [0.3, -0.2, 0.1], [0.5, -0.5, -0.3], [0.3, 0.1, -1.0], [0.2, -1.4, 0.4], [1.9, 1.2, 0.4], [-1.4, 0.8, -1.0], [0.5, 0.5, 0.9], [-0.3, 0.2, -0.5], [0.2, -0.1, 0.4], [0.1, 0.0, 0.1], [0.1, 0.0, -0.1], [0.0, -0.1, -0.3], [-0.4, 0.2, 0.0], [-0.4, 0.1, 0.3], [-0.4, -1.1, -0.3], [0.0, -0.3, 0.1], [0.2, 0.2, 0.5], [0.0, -0.2, 0.2], [-0.6, -0.2, -0.1], [-1.0, 0.6, -0.7], [-0.9, 0.7, -0.8], [0.2, 0.9, -0.4], [0.0, -0.9, -0.1], [0.3, 0.9, 0.7], [0.1, -1.2, 0.0], [-0.1, -0.2, -0.2], [-0.2, 0.3, 0.6], [0.3, 0.2, 0.1], [0.1, 0.7, -0.1], [-0.2, -0.1, -0.1], [0.5, -0.7, 0.2], [0.6, 0.0, -0.2], [0.0, -0.5, 0.7], [0.3, -0.1, 0.2], [0.3, -0.6, 0.0], [-0.2, -0.1, 0.2], [0.6, -1.1, -0.4], [0.9, 0.7, 0.0], [0.9, -0.7, 0.5], [-1.1, 1.7, -2.0], [0.5, 0.0, 1.0], [-0.2, -1.0, -0.6], [-0.2, -0.3, -0.3], [-0.4, 0.6, 0.3], [-0.1, 0.4, 0.4], [-0.6, 0.3, 0.0], [-0.2, -0.1, 0.0], [-0.1, 0.2, 0.5], [0.0, -0.6, 0.0], [0.3, -0.1, 0.3], [-0.3, -0.2, 0.2], [-0.3, 0.4, -0.1], [0.2, 0.0, 0.2], [-0.7, 0.7, -0.6], [0.3, -1.7, -1.1], [-0.2, -0.5, -0.5], [0.1, 1.2, 0.9], [-1.7, 0.4, 0.2], [2.3, 0.0, -1.7], [-1.5, 0.0, 0.3], [0.3, -1.6, -1.0], [-0.7, -0.9, 0.1], [-0.3, 0.4, -0.8], [0.0, 1.4, 1.7], [0.6, 1.0, 0.7], [1.2, -0.3, -0.5], [-0.2, -0.1, 0.0], [-0.1, 0.3, 0.5], [-0.1, 0.0, 0.3], [0.1, 0.3, -0.4], [-0.1, -0.1, 0.3], [-0.1, 0.3, 0.2], [0.1, -0.5, -0.1], [-0.1, 0.5, 0.4], [-0.5, 0.1, -0.3], [0.5, 0.1, 0.2], [0.9, -0.1, 0.2], [-0.2, -0.2, 0.7], [-0.4, -0.3, 0.4], [-0.3, 0.2, -0.1], [-0.5, -0.7, 0.3], [0.6, -0.3, -0.5], [0.5, 0.4, 0.4], [0.1, -0.4, 0.1], [-0.1, -0.2, -1.0], [2.2, -0.5, 1.4], [-0.3, -0.4, -1.2], [-0.2, -0.7, -0.8], [-0.6, 0.5, 0.3], [0.4, 3.4, 0.2], [-0.2, -1.1, 0.7], [0.6, -0.5, -1.3], [0.5, -0.5, -0.4], [-0.9, 0.2, -0.4], [0.1, -0.1, 0.0], [-0.1, 0.1, 0.1], [0.1, 0.0, 0.0], [0.0, -0.1, 0.0], [0.0, -0.1, -0.3], [0.0, -0.3, 0.0], [-0.4, 0.4, 0.4], [-0.1, 0.2, -0.1], [0.4, 0.1, -0.1], [-0.3, 0.2, 0.3], [-0.6, -0.2, 0.8], [-0.5, 0.1, -0.5], [-0.5, 0.0, 0.2], [0.0, 0.2, 0.2], [-0.1, -0.5, 0.3], [0.6, 0.1, 0.3], [0.5, -0.1, 0.3], [-0.5, 0.5, 0.5], [0.0, -0.2, -0.2]], "fmax_ev_per_a": 3.4, "total_energy_ev": -76574.234, "gap_ha": [0.2709, 0.1243], "charge": 1, "multiplicity": 2, "s_squared": 0.754}